The following is a DFT calculation (ωB97M-V/def2-TZVPD) of 11 unconnected molecules or ions with the total composition C56H142F6N10O18P in a non-equilibrium geometry.

The geometry in XYZ format:
```
233
Properties=species:S:1:pos:R:3:forces:R:3
P -0.173690 1.100724 -0.403909 0.13 0.97 -0.84
F -0.377460 1.643324 -1.957119 -0.13 -0.57 0.66
F -0.801180 2.477264 0.209731 -0.68 -0.31 -0.40
F -1.666360 0.424794 -0.515629 0.92 0.01 0.05
F -0.012890 0.558874 1.088671 -0.08 0.04 0.26
F 0.659810 -0.218296 -0.898349 -1.17 0.03 -0.42
F 1.229740 1.885044 -0.413349 0.79 0.02 0.46
C -5.188900 4.975254 -4.286249 0.29 -1.58 -0.49
O -4.379310 3.810894 -3.937869 -3.57 0.90 0.80
C -3.144520 3.756784 -4.489789 2.38 -0.47 0.18
C -2.451170 2.406234 -4.082719 -1.08 0.65 -1.01
N -3.153200 1.279924 -4.767639 0.77 -0.38 0.74
C -2.763920 -0.045906 -4.194089 -1.22 -0.08 -1.57
C -3.557440 -1.207586 -4.889559 -0.19 0.12 -0.34
O -4.955260 -1.196336 -4.529399 0.33 -0.36 0.35
C -5.583620 -2.470586 -4.558189 0.04 0.20 0.61
H -6.208500 4.812224 -3.937079 0.23 -0.16 0.45
H -5.293350 4.993754 -5.371069 0.26 0.24 -0.27
H -4.831440 5.943174 -3.934879 0.44 -0.14 0.23
H -2.608030 4.616344 -4.088009 0.85 0.07 0.01
H -3.147400 3.878674 -5.572949 -0.15 -0.23 -0.39
H -2.366910 2.324504 -2.999059 -0.51 -0.10 0.22
H -1.408390 2.443024 -4.397949 0.00 -0.07 -0.35
H -4.155710 1.364744 -4.678849 -0.14 0.30 0.24
H -2.965520 -0.105056 -3.124529 0.29 -0.01 0.23
H -1.705090 -0.147286 -4.432219 0.08 -0.32 0.36
H -3.147970 -2.205866 -4.735059 0.26 0.07 0.93
H -3.533510 -1.172216 -5.978719 0.22 0.77 -0.31
H -6.576290 -2.346506 -4.125389 -0.19 0.18 -0.46
H -5.139340 -3.214106 -3.896449 0.66 0.14 0.27
H -5.608650 -2.959906 -5.531859 -0.14 0.35 -0.38
C 1.981770 2.964284 7.043001 0.85 -0.76 -0.57
O 1.259490 2.458954 5.919221 0.99 1.14 0.90
C 1.963920 2.832564 4.742991 -1.25 -0.90 -1.23
C 1.228740 2.189964 3.533851 -1.47 1.24 0.39
N -0.226810 2.593634 3.504611 1.11 0.37 0.12
C -0.410270 4.029654 3.297811 0.53 -0.12 0.72
C -1.765250 4.420644 2.791381 1.40 -1.03 0.14
O -2.607960 4.062344 3.826561 -1.60 0.13 0.81
C -3.923580 4.539214 3.653451 0.16 -0.25 0.32
H 2.994240 2.561044 7.022631 0.28 -0.80 0.14
H 1.544160 2.683264 8.000931 -0.43 0.12 -0.32
H 2.275730 4.013134 7.002871 -0.99 0.70 -0.13
H 2.978930 2.435444 4.730961 0.27 0.07 0.26
H 1.973000 3.917934 4.643081 0.13 0.27 0.04
H 1.349730 1.107964 3.586131 -0.35 0.16 -0.01
H 1.586750 2.538304 2.565051 1.05 0.09 -0.02
H -0.652410 2.108734 2.727541 -0.11 -0.24 0.07
H 0.332800 4.500554 2.654231 0.51 0.05 -0.35
H -0.417520 4.558624 4.250831 0.73 -0.09 0.43
H -1.874380 3.813044 1.893041 -0.89 0.40 -0.43
H -1.724310 5.499434 2.640901 -0.44 0.15 -0.47
H -4.008760 5.614934 3.807351 0.31 0.43 -0.48
H -4.558090 4.152984 4.451151 0.05 -0.60 -0.13
H -4.268680 4.247334 2.661581 -0.49 0.14 0.07
C 2.982740 -1.881416 -1.836199 -0.38 -0.50 0.18
O 4.319700 -2.105926 -2.121829 1.98 -0.25 -1.17
C 5.043650 -2.922086 -1.188479 -1.05 0.36 -0.16
C 6.560730 -2.885426 -1.428399 -1.02 1.16 0.07
N 7.083540 -3.267096 -2.757569 -0.66 -0.52 0.43
C 7.109250 -4.711456 -3.015509 -0.58 0.81 -0.40
C 7.527530 -4.924396 -4.478739 1.00 -0.11 -0.22
O 6.770050 -4.135626 -5.425669 0.85 0.02 0.62
C 7.322110 -4.156426 -6.732279 -1.04 -0.40 -0.55
H 2.617160 -0.989736 -2.345459 0.32 0.25 0.28
H 2.884880 -1.825246 -0.752049 -0.58 0.30 0.08
H 2.372030 -2.692396 -2.232999 -0.26 -0.38 0.24
H 4.636020 -3.929956 -1.110089 -0.08 -0.35 -0.53
H 4.743020 -2.476266 -0.240339 0.76 -0.08 0.67
H 6.975560 -3.365716 -0.542199 0.51 -0.57 -0.42
H 6.811880 -1.833996 -1.288699 0.24 0.17 -0.12
H 6.354320 -3.035806 -3.416999 -0.04 1.20 -0.17
H 6.095740 -5.105136 -2.938579 -0.17 -0.44 0.31
H 7.733780 -5.133686 -2.228239 0.26 -0.64 -0.59
H 7.488070 -5.980576 -4.745229 -0.47 -0.29 -0.04
H 8.579970 -4.680686 -4.623909 0.23 0.37 0.22
H 7.127540 -5.129466 -7.183319 0.01 -0.30 -0.11
H 8.370690 -3.944476 -6.941199 0.43 0.12 1.09
H 6.793420 -3.429766 -7.349169 -0.30 0.08 0.26
C 4.569840 2.087794 0.833421 0.50 0.43 -1.44
O 5.292250 1.211864 1.645591 -0.15 -1.54 0.99
C 4.940720 -0.168776 1.316841 0.10 0.19 -0.83
C 5.082620 -1.122086 2.470801 0.11 1.78 -0.86
N 4.045420 -0.770296 3.415691 0.91 -0.77 -0.62
C 4.483210 -1.302536 4.655161 -1.00 0.07 1.64
C 5.411290 -0.383846 5.408041 -0.24 0.39 1.19
O 4.764500 0.896344 5.525461 0.63 0.50 -0.64
C 5.659320 1.984794 5.797941 -0.76 -0.69 0.56
H 3.490440 2.119484 0.981751 -0.06 -0.27 0.19
H 4.807710 1.805824 -0.192249 -0.56 -0.11 -0.51
H 4.964410 3.103684 0.852801 0.13 0.03 0.78
H 5.568970 -0.564626 0.518901 0.24 0.48 -0.42
H 3.911620 -0.169136 0.957611 -0.20 -0.06 -0.04
H 6.097530 -0.944816 2.826661 0.32 -0.08 0.52
H 5.063650 -2.171026 2.175061 -0.39 -0.04 -0.17
H 4.073300 0.233314 3.525661 -0.28 0.43 -0.15
H 4.893210 -2.306126 4.541951 0.14 0.00 0.01
H 3.600460 -1.389516 5.288631 -0.12 -0.24 0.33
H 6.426230 -0.279546 5.024451 0.01 0.01 -0.28
H 5.442440 -0.779356 6.423271 0.57 -0.20 0.22
H 5.087360 2.912674 5.795131 -0.09 -0.08 -0.49
H 6.506200 2.022594 5.112761 -0.05 -0.01 -0.13
H 6.003990 1.906714 6.829061 0.44 -0.18 0.16
C -5.468420 -0.327656 -0.711479 0.87 0.78 0.60
O -5.309920 -1.268906 0.338221 -1.08 -0.37 0.15
C -4.111050 -2.009076 0.441421 0.31 0.41 0.13
C -4.134700 -3.179066 -0.510659 1.05 0.53 -0.87
N -5.143080 -4.149366 -0.213789 -1.45 0.20 0.19
C -5.176050 -5.206536 -1.176049 0.79 -2.05 0.81
C -6.263050 -6.222286 -0.880919 -1.74 0.27 -0.17
O -7.545330 -5.573016 -1.084699 -0.26 -0.11 0.25
C -8.696080 -6.364236 -0.813179 0.52 -0.29 -0.64
H -4.758870 0.488284 -0.574079 0.19 0.33 0.30
H -6.462020 0.103494 -0.589159 -0.03 -0.25 -0.21
H -5.260850 -0.607426 -1.744309 -0.37 -0.92 -0.07
H -3.967560 -2.349356 1.466951 -0.68 -0.16 0.20
H -3.286100 -1.302656 0.349101 0.45 -0.17 -0.78
H -3.171240 -3.678356 -0.613379 0.19 0.01 0.38
H -4.309800 -2.779496 -1.509549 0.08 0.29 -0.47
H -6.027860 -3.683496 -0.356019 -0.37 0.36 0.61
H -4.276520 -5.785976 -0.968239 0.49 -0.13 -0.47
H -5.156820 -4.933766 -2.231189 -0.21 0.32 -0.23
H -6.221260 -6.635386 0.126901 0.18 0.50 0.47
H -6.252780 -7.128026 -1.487249 0.41 0.09 -0.69
H -8.891100 -7.095496 -1.597599 0.45 -0.40 -0.35
H -9.616740 -5.782676 -0.860939 0.35 0.55 0.55
H -8.596000 -6.936406 0.109161 -0.11 0.24 0.33
C 4.332460 -0.638536 -6.856099 -0.24 0.10 0.31
O 4.751310 0.341244 -5.943749 0.51 -0.14 1.69
C 4.886460 -0.133886 -4.529459 -0.21 0.05 -1.86
C 5.097420 1.040734 -3.624789 -0.48 1.33 0.36
N 4.148500 2.181914 -3.904649 1.07 -1.06 1.63
C 2.792660 1.871764 -3.453149 -1.50 0.26 -1.36
C 1.796140 2.977144 -3.921499 1.02 -0.30 -0.21
O 1.977780 3.275334 -5.334419 -0.55 -0.32 1.23
C 1.311740 2.343064 -6.200149 0.64 1.50 0.55
H 4.399310 -0.171046 -7.838489 0.16 -0.29 -0.09
H 3.296390 -0.940106 -6.702129 -0.40 0.12 0.15
H 4.891170 -1.571186 -6.777939 0.47 0.01 -0.19
H 5.746830 -0.798946 -4.455039 -0.07 -0.29 -0.12
H 3.968580 -0.671376 -4.291319 0.06 -0.12 0.09
H 6.122600 1.410794 -3.611979 0.11 0.18 -0.81
H 5.052490 0.696174 -2.591659 -0.72 -0.12 0.14
H 4.176800 2.244184 -4.912329 -0.50 0.31 -0.13
H 2.572440 1.707724 -2.398309 0.93 0.38 0.30
H 2.463250 0.930984 -3.894189 -0.26 -0.38 -0.29
H 1.993530 3.865214 -3.321099 0.37 0.36 -0.46
H 0.757880 2.755214 -3.674779 -0.03 -0.53 -0.27
H 1.533500 2.818304 -7.155699 -0.15 -0.77 -0.40
H 0.235470 2.378444 -6.031369 -0.16 -0.25 0.04
H 1.712800 1.337064 -6.076769 -0.04 -0.09 -0.26
C -4.751630 8.576894 2.872571 -0.05 -0.66 -1.24
O -4.394170 7.507854 1.963331 0.32 0.99 0.15
C -5.191630 7.449864 0.756941 -0.19 -1.46 1.56
C -4.557390 6.483304 -0.236109 0.59 1.27 -0.88
N -4.166720 5.225774 0.344571 0.65 -0.56 -0.44
C -3.307670 4.413624 -0.564749 1.00 0.00 -0.83
C -1.968420 5.058044 -1.033819 -1.38 1.19 0.90
O -1.397330 5.693924 0.118791 0.54 -0.01 -0.94
C -0.062000 6.098894 -0.162419 -0.11 -0.91 0.67
H -4.129740 8.601724 3.767411 0.07 -0.67 -0.14
H -5.802510 8.464224 3.139151 -0.12 0.15 0.22
H -4.589590 9.543464 2.395531 -0.18 0.19 -0.24
H -5.426640 8.448864 0.389691 0.20 -0.01 -0.33
H -6.100120 6.919624 1.042591 -0.65 0.39 0.17
H -3.694900 6.995394 -0.662689 0.35 0.19 -0.21
H -5.245430 6.342864 -1.069759 -0.29 -0.11 -0.01
H -3.557420 5.537944 1.087141 0.23 -0.45 0.53
H -3.786090 4.136364 -1.504079 -0.71 0.23 0.06
H -3.002270 3.445104 -0.168769 -0.43 0.15 0.80
H -2.175610 5.849494 -1.754079 -0.13 0.35 -0.31
H -1.333480 4.366924 -1.588169 0.27 -0.45 0.61
H 0.033660 6.874104 -0.922679 -0.24 0.01 -0.28
H 0.449380 5.177494 -0.441029 0.54 0.18 -0.34
H 0.409670 6.457634 0.752421 -0.23 0.07 0.11
C -3.450560 1.114434 2.611371 0.08 -0.41 1.86
O -2.460650 0.840554 3.664501 -0.65 -0.66 -1.96
C -2.189660 -0.555366 3.713181 -0.20 0.42 2.57
C -1.436220 -0.866146 5.055191 1.40 0.89 -1.38
N -0.158050 -0.055236 5.127141 -1.79 -0.96 1.59
C 0.628840 -0.435596 6.311011 -0.73 -0.12 0.21
C 0.027160 -0.136536 7.721671 -0.17 0.24 -2.27
O -0.606170 1.125264 7.663651 -0.42 -0.52 1.41
C -1.297970 1.342604 8.884421 1.08 1.99 -0.12
H -3.910980 0.178664 2.294441 0.12 -0.06 -0.36
H -3.093740 1.690344 1.757491 0.38 -0.05 0.12
H -4.239780 1.642574 3.146441 -0.07 0.42 -0.32
H -1.697370 -0.998416 2.847471 0.38 0.42 -0.20
H -3.138930 -1.073766 3.848221 -0.38 -0.33 -0.29
H -1.134460 -1.908496 4.952431 -0.17 -0.67 0.23
H -2.058770 -0.781926 5.945941 -0.11 0.41 -0.15
H 0.310330 -0.489456 4.344721 0.77 0.39 -0.49
H 1.607320 0.044104 6.287411 -0.06 0.13 -0.28
H 0.789150 -1.513636 6.295971 0.33 -0.55 0.23
H 0.887870 -0.173816 8.389431 -0.07 0.16 0.57
H -0.746290 -0.835166 8.040711 0.17 -0.60 -0.04
H -1.392860 2.428234 8.906561 -0.71 0.14 -0.04
H -0.655750 1.197494 9.753101 0.25 -0.67 0.19
H -2.265070 0.877534 9.075541 -0.04 -0.43 -0.58
C -0.841770 -6.392726 -4.887269 -0.62 -0.11 -0.40
C -1.750280 -5.493586 -4.032469 0.93 -0.55 0.25
C -1.135860 -4.100876 -3.843639 -1.05 0.28 0.24
O -1.897050 -3.376586 -2.869989 -0.87 -0.60 -0.72
C -1.140270 -2.395346 -2.192039 0.95 -0.89 -0.51
N -3.142680 -5.575976 -4.510129 0.13 0.84 0.33
H 0.158490 -6.514506 -4.471659 -0.04 0.07 -0.06
H -0.804880 -6.096656 -5.935629 0.30 0.71 0.04
H -1.303760 -7.369716 -5.029269 -0.03 -0.29 0.62
H -1.689380 -5.865206 -3.009589 -0.07 -0.34 0.24
H -1.097140 -3.497256 -4.750419 0.09 -0.04 -0.37
H -0.121080 -4.250966 -3.475139 0.22 -0.03 0.00
H -0.553770 -1.820496 -2.908739 -0.21 0.58 -0.06
H -0.390110 -2.994006 -1.675349 0.19 0.51 0.93
H -1.764170 -1.765586 -1.557799 0.15 -0.22 -0.11
H -3.622030 -4.832566 -4.022609 -0.17 0.79 -0.20
H -3.595340 -6.342206 -4.032559 0.21 -0.76 -0.19
C 1.293490 -3.239716 1.347841 -0.06 -0.57 2.08
C 0.875060 -2.748226 2.781471 -0.09 0.92 -1.56
C 1.619130 -3.447276 3.968651 -0.38 0.91 -1.94
O 1.548300 -4.836476 3.888531 0.37 -1.05 0.30
C 2.444560 -5.476196 4.840291 -0.87 1.04 -1.14
N 1.102810 -1.273636 2.850721 0.34 -1.50 0.42
H 0.873540 -2.621386 0.554491 -0.22 -0.08 0.16
H 0.896920 -4.254386 1.383821 0.35 -0.26 -0.95
H 2.380680 -3.228016 1.270431 0.12 -0.22 -0.14
H -0.205620 -2.887476 2.752671 -0.20 -0.28 0.74
H 1.243330 -3.050486 4.911751 0.11 0.06 0.19
H 2.654000 -3.167616 3.771311 0.36 0.34 0.55
H 3.370300 -4.905856 4.916551 0.10 0.14 0.12
H 2.715800 -6.451216 4.435501 -0.39 -0.10 0.33
H 1.907450 -5.456896 5.788581 0.36 -0.52 0.30
H 2.110150 -1.212226 2.890651 0.59 0.55 0.25
H 0.871650 -0.870126 1.954151 -0.33 0.03 0.02
```
Forces are in eV/Å.

## Properties
total energy	-137715.4149	eV
HOMO-LUMO gap (alpha / beta)	1.2 / 6.7	eV
net charge	-2
2S+1	2